{"formula": "C49H38AsIrN5O11S4", "method": "ωB97M-V with the def2-TZVPD basis set", "homo_energy_ev": [-7.97, -8.39], "s_squared": 0.754, "max_force_ha_per_bohr": 0.0098, "orbital_gap_ev": [7.91, 7.59], "spin_multiplicity": 2, "energy_ev": -188414.661, "molar_mass_g_mol": 1268.27, "species": ["Ir", "O", "C", "C", "C", "N", "C", "C", "C", "O", "O", "C", "O", "O", "H", "H", "H", "O", "As", "O", "O", "C", "C", "C", "C", "C", "C", "S", "O", "O", "O", "H", "H", "H", "H", "H", "N", "S", "N", "S", "N", "S", "N", "C", "C", "C", "C", "C", "C", "C", "C", "C", "C", "C", "C", "C", "C", "C", "C", "C", "C", "C", "C", "C", "C", "C", "C", "C", "C", "C", "C", "C", "C", "C", "C", "C", "C", "C", "C", "H", "H", "H", "H", "H", "H", "H", "H", "H", "H", "H", "H", "H", "H", "H", "H", "H", "H", "H", "H", "H", "H", "H", "H", "H", "H", "H", "H", "H", "H"], "positions_angstrom": [[-1.3656, 0.7709, -0.6484], [-6.1874, 2.1345, -3.9381], [-5.1214, 1.7701, -3.1970], [-5.2637, 1.2549, -1.9039], [-4.1204, 0.9344, -1.2135], [-2.9340, 1.1183, -1.7912], [-2.7657, 1.5521, -3.0335], [-3.8627, 1.8975, -3.7859], [-1.3095, 1.5030, -3.4625], [-0.9935, 1.6888, -4.6195], [-0.5046, 1.1646, -2.5030], [-4.0347, 0.2742, 0.1656], [-5.0270, -0.1454, 0.7117], [-2.8075, 0.1054, 0.6146], [-6.9960, 2.0426, -3.4216], [-6.2275, 1.0999, -1.4364], [-3.7407, 2.2590, -4.7963], [1.4310, 4.4692, -1.6260], [-0.1381, 3.8091, -1.0871], [-1.1616, 3.9349, -2.3503], [0.3227, 2.3313, -0.4232], [-0.5354, 5.0194, 0.3856], [0.1152, 6.2501, 0.4137], [-0.1501, 7.1681, 1.4195], [-1.0726, 6.8669, 2.4142], [-1.7274, 5.6454, 2.4014], [-1.4582, 4.7281, 1.3947], [-2.2919, 3.1504, 1.5063], [-3.6684, 3.3801, 1.8493], [-1.5254, 2.3436, 2.4313], [-2.1671, 2.6560, 0.0918], [1.2632, 4.7924, -2.5212], [0.8432, 6.4810, -0.3520], [0.3622, 8.1219, 1.4242], [-1.2869, 7.5843, 3.1958], [-2.4608, 5.3961, 3.1575], [-1.2936, -1.0770, -1.4175], [-0.7238, -2.3009, -0.8068], [0.8639, -2.6725, -0.6552], [2.0337, -1.6776, -0.4492], [2.3746, -1.0717, 0.9532], [1.1990, -0.0504, 1.5059], [0.0525, -0.0172, 0.6209], [0.8184, -0.7067, 3.1116], [1.7696, -1.3510, 3.8903], [1.3974, -1.8025, 5.1458], [0.1016, -1.5886, 5.6056], [-0.8318, -0.9410, 4.8097], [-0.4819, -0.4991, 3.5408], [2.1567, 1.3973, 1.9373], [1.4436, 2.4703, 2.4507], [2.1292, 3.6253, 2.7900], [3.5047, 3.6968, 2.6162], [4.2066, 2.6076, 2.1180], [3.5350, 1.4422, 1.7781], [3.4575, -2.6986, -0.7033], [4.6828, -2.0650, -0.8494], [5.8127, -2.8436, -1.0273], [5.7060, -4.2291, -1.0573], [4.4703, -4.8415, -0.9161], [3.3266, -4.0745, -0.7386], [2.0871, -0.5225, -1.7831], [1.7781, -1.0116, -3.0517], [1.9106, -0.1635, -4.1313], [2.3406, 1.1462, -3.9409], [2.6425, 1.6127, -2.6751], [2.5200, 0.7741, -1.5763], [-1.3430, -2.8128, 0.7850], [-2.6951, -2.5918, 1.0023], [-3.2500, -2.9658, 2.2148], [-2.4585, -3.5707, 3.1814], [-1.1085, -3.7940, 2.9483], [-0.5379, -3.4094, 1.7446], [-1.1953, -3.6424, -1.8811], [-0.9810, -4.9530, -1.4793], [-1.3295, -5.9796, -2.3403], [-1.8812, -5.6886, -3.5828], [-2.0897, -4.3726, -3.9659], [-1.7505, -3.3331, -3.1098], [2.7744, -1.4998, 3.5164], [2.1191, -2.3137, 5.7698], [-0.1791, -1.9338, 6.5928], [-1.8403, -0.7793, 5.1666], [-1.1994, 0.0000, 2.8996], [0.3682, 2.4033, 2.5726], [1.5792, 4.4746, 3.1746], [4.0334, 4.6065, 2.8703], [5.2799, 2.6626, 1.9905], [4.0704, 0.5880, 1.3880], [4.7481, -0.9844, -0.8360], [6.7764, -2.3681, -1.1489], [6.5926, -4.8328, -1.1995], [4.3901, -5.9197, -0.9478], [2.3508, -4.5287, -0.6420], [1.4324, -2.0292, -3.1839], [1.6432, -0.5077, -5.1207], [2.3960, 1.8157, -4.7883], [2.9213, 2.6445, -2.5116], [2.7216, 1.1534, -0.5855], [-3.3011, -2.1078, 0.2474], [-4.2956, -2.7646, 2.4028], [-2.8940, -3.8579, 4.1300], [-0.4904, -4.2498, 3.7106], [0.5147, -3.5648, 1.5584], [-0.5576, -5.1663, -0.5059], [-1.1754, -7.0075, -2.0403], [-2.1535, -6.4943, -4.2518], [-2.5218, -4.1481, -4.9319], [-1.9055, -2.2958, -3.3745]], "forces_ev_per_a": [[-0.2, -0.2, -0.1], [0.0, 0.0, 0.0], [0.1, 0.0, -0.1], [0.1, 0.0, 0.1], [0.2, 0.0, 0.0], [-0.1, 0.1, 0.1], [0.0, -0.1, 0.1], [-0.1, 0.0, 0.0], [-0.1, 0.1, -0.2], [-0.1, -0.1, 0.1], [0.2, -0.3, 0.0], [0.2, 0.1, -0.3], [0.0, 0.1, 0.0], [-0.1, 0.2, -0.1], [0.0, 0.0, 0.0], [0.0, 0.0, 0.0], [0.0, 0.0, 0.0], [-0.1, 0.1, 0.0], [0.0, 0.1, 0.2], [0.0, 0.1, -0.1], [0.1, 0.0, 0.1], [-0.1, -0.1, 0.1], [0.0, 0.0, 0.1], [-0.1, 0.0, 0.1], [0.1, 0.0, -0.1], [0.0, 0.0, 0.0], [0.1, -0.1, -0.1], [0.0, 0.0, -0.3], [0.1, 0.1, 0.1], [-0.2, 0.0, 0.1], [0.0, 0.0, 0.0], [0.0, 0.0, 0.0], [0.0, 0.0, 0.0], [0.0, 0.0, 0.0], [0.0, 0.0, 0.0], [0.0, 0.0, 0.0], [0.1, 0.1, -0.1], [-0.1, -0.1, 0.2], [0.0, 0.0, -0.1], [0.0, 0.0, 0.0], [0.0, 0.1, 0.0], [0.1, -0.1, -0.4], [-0.2, 0.2, 0.4], [0.0, 0.0, 0.0], [0.0, 0.0, 0.0], [0.0, 0.0, 0.0], [0.0, 0.0, 0.0], [0.0, 0.0, 0.0], [0.0, 0.0, 0.1], [0.1, 0.0, 0.0], [0.0, -0.1, 0.1], [0.0, 0.0, 0.0], [0.0, 0.0, 0.0], [0.0, 0.0, 0.0], [0.0, 0.0, 0.0], [0.0, 0.0, 0.0], [0.0, 0.0, 0.0], [0.0, 0.0, 0.0], [0.0, 0.0, 0.0], [0.0, 0.0, 0.0], [0.0, 0.0, 0.0], [0.0, 0.0, 0.0], [0.0, 0.0, 0.0], [0.0, 0.0, 0.0], [0.0, 0.0, 0.0], [0.0, 0.0, 0.0], [0.0, 0.0, 0.0], [-0.1, 0.0, 0.0], [0.0, -0.1, -0.1], [0.0, 0.0, 0.0], [0.0, 0.0, 0.0], [0.0, 0.0, 0.0], [0.0, -0.1, 0.1], [0.1, 0.0, 0.0], [0.0, 0.0, 0.0], [0.0, 0.0, 0.0], [0.0, 0.0, 0.0], [0.0, 0.0, 0.0], [0.0, 0.0, 0.0], [0.0, 0.0, 0.0], [0.0, 0.0, 0.0], [0.0, 0.0, 0.0], [0.0, 0.0, 0.0], [0.0, 0.0, 0.0], [0.1, 0.1, -0.1], [0.0, 0.0, 0.0], [0.0, 0.0, 0.0], [0.0, 0.0, 0.0], [0.0, 0.0, 0.0], [0.0, 0.0, 0.0], [0.0, 0.0, 0.0], [0.0, 0.0, 0.0], [0.0, 0.0, 0.0], [0.0, 0.0, 0.0], [0.0, 0.0, 0.0], [0.0, 0.0, 0.0], [0.0, 0.0, 0.0], [0.0, 0.0, 0.0], [0.0, 0.0, -0.1], [0.1, -0.2, 0.1], [0.0, 0.0, 0.0], [0.0, 0.0, 0.0], [0.0, 0.0, 0.0], [0.0, 0.0, 0.0], [0.0, 0.0, 0.0], [0.0, 0.0, 0.0], [0.0, 0.0, 0.0], [0.0, 0.0, 0.0], [0.0, 0.0, 0.0]], "mulliken_spin": [0.55, 0.00, 0.00, 0.00, -0.02, -0.02, 0.01, 0.00, 0.00, 0.00, 0.11, 0.03, 0.01, 0.03, 0.00, 0.00, 0.00, 0.00, 0.02, 0.00, 0.23, 0.01, 0.00, 0.00, 0.00, 0.00, 0.00, 0.01, 0.00, 0.00, 0.04, 0.00, 0.00, 0.00, 0.00, 0.00, 0.00, 0.03, 0.00, 0.00, 0.00, -0.01, -0.01, 0.01, 0.00, 0.00, 0.00, 0.00, -0.01, 0.00, -0.01, 0.00, 0.00, 0.00, 0.00, 0.00, 0.00, 0.00, 0.00, 0.00, 0.00, 0.00, -0.01, 0.00, 0.00, 0.00, 0.00, 0.00, 0.00, 0.00, 0.00, 0.00, 0.00, -0.01, 0.00, 0.00, 0.00, 0.00, 0.00, 0.00, 0.00, 0.00, 0.00, 0.00, 0.00, 0.00, 0.00, 0.00, 0.00, 0.00, 0.00, 0.00, 0.00, 0.00, 0.00, 0.00, 0.00, 0.00, 0.00, 0.00, 0.00, 0.00, 0.00, 0.00, 0.00, 0.00, 0.00, 0.00, 0.00]}

{"formula": "C49H38CsN8", "method": "ωB97M-V with the def2-TZVPD basis set", "homo_energy_ev": -3.50, "total_charge": -1, "max_force_ha_per_bohr": 0.0244, "orbital_gap_ev": 5.47, "energy_ev": -63899.815, "molar_mass_g_mol": 871.80, "species": ["Cs", "C", "C", "C", "C", "C", "C", "C", "C", "C", "C", "C", "N", "C", "C", "C", "C", "C", "C", "C", "C", "C", "C", "C", "C", "C", "N", "C", "C", "C", "C", "C", "C", "C", "C", "C", "C", "C", "C", "N", "C", "C", "N", "C", "C", "C", "C", "C", "C", "H", "H", "H", "H", "H", "H", "H", "H", "H", "H", "H", "H", "H", "H", "H", "H", "H", "H", "H", "H", "H", "H", "H", "H", "H", "H", "H", "H", "C", "C", "C", "C", "N", "C", "N", "N", "N", "H", "H", "H", "H", "H", "H", "H", "H", "H", "H"], "positions_angstrom": [[-0.0057, -0.0296, -0.9600], [7.0290, 2.7124, 1.4097], [6.2690, 2.4855, 2.5488], [4.9425, 2.0940, 2.4368], [4.3498, 1.9197, 1.1873], [5.1245, 2.1518, 0.0518], [6.4513, 2.5449, 0.1592], [2.9219, 1.4967, 1.0659], [2.0109, 2.4629, 0.6105], [2.3767, 3.8399, 0.2905], [1.2323, 4.4666, -0.0556], [0.1674, 3.4746, 0.0621], [0.6803, 2.2870, 0.4518], [-1.1922, 3.7334, -0.1891], [-2.2292, 2.7942, -0.0807], [-3.6469, 3.1274, -0.1675], [-4.3222, 1.9848, 0.0772], [-3.3159, 0.9579, 0.3297], [-3.6187, -0.3612, 0.7117], [-5.0640, -0.7397, 0.7519], [-5.9087, -0.2368, 1.7406], [-7.2500, -0.5891, 1.7814], [-7.7726, -1.4577, 0.8328], [-6.9417, -1.9697, -0.1533], [-5.6009, -1.6128, -0.1914], [-2.7037, -1.3495, 1.1111], [-1.3586, -1.2219, 1.1402], [-0.8645, -2.3617, 1.6731], [0.4871, -2.6049, 1.9788], [0.8391, -3.9828, 2.4218], [1.4286, -4.2448, 3.6606], [1.7780, -5.5364, 4.0262], [1.5373, -6.5992, 3.1643], [0.9367, -6.3587, 1.9376], [0.5924, -5.0643, 1.5716], [1.5310, -1.6559, 1.8911], [2.9213, -1.9066, 2.2465], [3.5992, -0.7632, 1.9751], [2.6208, 0.1780, 1.4604], [1.3958, -0.3996, 1.4128], [-1.9544, -3.2805, 1.9910], [-3.0968, -2.6503, 1.6455], [-2.0751, 1.4774, 0.1946], [-1.5705, 5.1337, -0.5367], [-1.3976, 6.1822, 0.3635], [-1.7566, 7.4796, 0.0272], [-2.2993, 7.7542, -1.2201], [-2.4804, 6.7195, -2.1274], [-2.1189, 5.4238, -1.7874], [8.0640, 3.0197, 1.4958], [6.7092, 2.6189, 3.5296], [4.3446, 1.9207, 3.3234], [4.6711, 2.0201, -0.9234], [7.0340, 2.7177, -0.7376], [3.3678, 4.2630, 0.3417], [1.1128, 5.4952, -0.3579], [-4.0595, 4.1057, -0.3587], [-5.3921, 1.8506, 0.1063], [-5.4983, 0.4377, 2.4823], [-7.8870, -0.1865, 2.5597], [-8.8192, -1.7347, 0.8631], [-7.3387, -2.6486, -0.8983], [-4.9505, -2.0121, -0.9604], [1.6010, -3.4199, 4.3405], [2.2309, -5.7131, 4.9943], [1.8094, -7.6073, 3.4519], [0.7401, -7.1778, 1.2562], [0.1333, -4.8768, 0.6081], [3.3292, -2.8147, 2.6617], [4.6527, -0.5780, 2.1170], [-1.8583, -4.2477, 2.4584], [-4.1067, -3.0089, 1.7709], [-0.9782, 5.9650, 1.3385], [-1.6165, 8.2794, 0.7442], [-2.5799, 8.7669, -1.4822], [-2.9011, 6.9188, -3.1056], [-2.2587, 4.6161, -2.4954], [5.3931, -3.1275, -0.5851], [5.0585, -4.5938, -0.3391], [5.4354, -5.4586, -1.5383], [3.5957, -4.7959, 0.0501], [2.6637, -4.3152, -0.9578], [2.1278, -3.0980, -1.1121], [1.3795, -3.1041, -2.1890], [1.4623, -4.3571, -2.6874], [2.2247, -5.0878, -1.9593], [6.4710, -3.0016, -0.7016], [5.0607, -2.4871, 0.2334], [4.9237, -2.7641, -1.5031], [5.6277, -4.9307, 0.5343], [4.8521, -5.1720, -2.4151], [5.2422, -6.5154, -1.3448], [6.4927, -5.3452, -1.7838], [3.3470, -4.2735, 0.9729], [3.3749, -5.8527, 0.1987], [2.2938, -2.2737, -0.4351]], "forces_ev_per_a": [[0.1, -0.2, -1.2], [0.0, 0.0, 0.0], [0.0, 0.0, 0.0], [0.0, 0.0, 0.0], [0.0, 0.0, -0.1], [0.0, 0.0, 0.0], [0.0, 0.0, 0.0], [0.0, -0.1, 0.0], [0.1, 0.2, 0.0], [0.1, 0.0, 0.0], [-0.1, 0.0, 0.0], [0.2, 0.0, 0.1], [0.1, 0.4, 0.1], [0.0, 0.0, 0.1], [-0.1, 0.0, 0.0], [0.0, 0.0, 0.0], [0.0, 0.0, 0.0], [0.0, 0.0, 0.0], [0.0, 0.0, -0.1], [0.0, 0.0, 0.0], [0.0, 0.0, 0.0], [0.0, 0.0, 0.0], [0.0, 0.0, 0.0], [0.0, 0.0, 0.0], [0.0, 0.0, 0.0], [0.0, -0.1, 0.1], [-0.3, -0.3, 0.3], [0.0, 0.0, 0.1], [-0.1, 0.0, 0.0], [0.0, 0.0, -0.1], [-0.1, 0.0, 0.0], [0.0, 0.0, 0.0], [0.0, 0.0, 0.1], [0.0, 0.0, 0.0], [0.0, 0.0, 0.1], [0.0, -0.1, 0.0], [0.0, 0.0, 0.0], [0.0, -0.1, 0.0], [0.0, 0.1, 0.0], [0.4, -0.1, 0.4], [0.0, 0.0, 0.0], [0.0, 0.0, 0.0], [-0.4, 0.2, 0.2], [-0.1, -0.1, -0.2], [0.0, 0.0, 0.1], [0.0, 0.0, 0.0], [0.0, 0.0, 0.0], [0.0, 0.0, 0.0], [0.0, 0.0, 0.0], [0.0, 0.0, 0.0], [0.0, 0.0, 0.0], [0.0, 0.0, 0.0], [0.0, 0.0, 0.0], [0.0, 0.0, 0.0], [0.0, 0.0, 0.0], [0.0, 0.0, 0.0], [0.0, 0.0, 0.0], [0.0, 0.0, 0.0], [0.0, 0.0, 0.0], [0.0, 0.0, 0.0], [0.0, 0.0, 0.0], [0.0, 0.0, 0.0], [0.0, 0.0, 0.0], [0.0, 0.0, 0.0], [0.0, 0.0, 0.0], [0.0, 0.0, 0.0], [0.0, 0.0, 0.0], [0.0, 0.0, 0.0], [0.0, 0.0, 0.0], [0.0, 0.0, 0.0], [0.0, 0.0, 0.0], [0.0, 0.0, 0.0], [0.0, 0.0, 0.0], [0.0, 0.0, 0.0], [0.0, 0.0, 0.0], [0.0, 0.0, 0.0], [0.0, 0.0, 0.0], [0.0, 0.1, 0.0], [0.0, 0.0, 0.0], [0.0, 0.0, 0.0], [-0.1, -0.1, 0.0], [0.0, 0.1, 0.0], [0.1, -0.1, 0.0], [-0.1, 0.1, 0.0], [0.0, 0.0, 0.0], [0.1, -0.1, 0.0], [0.0, 0.0, 0.0], [0.0, 0.0, 0.0], [0.0, 0.0, 0.0], [0.0, 0.0, 0.0], [0.0, 0.0, 0.0], [0.0, 0.0, 0.0], [0.0, 0.0, 0.0], [0.1, 0.0, 0.0], [0.0, 0.0, 0.0], [0.0, 0.0, 0.0]], "mulliken_charge": [1.68, -0.33, -0.82, 0.00, -0.31, -0.06, -0.88, 1.91, 0.30, -1.42, -1.23, 0.04, -0.41, 1.65, -0.33, -1.30, -1.24, -0.05, 1.77, -0.51, 0.07, -0.78, -0.35, -0.83, 0.08, -0.15, 0.30, 0.18, 0.77, -0.19, 0.04, -0.90, -0.44, -1.15, -0.01, -0.17, -0.74, -1.61, -0.01, -0.70, -1.03, -1.55, -0.01, -0.06, -0.10, -0.79, -0.35, -0.77, -0.11, 0.38, 0.38, 0.48, 0.48, 0.38, 0.39, 0.42, 0.40, 0.43, 0.45, 0.36, 0.37, 0.36, 0.46, 0.54, 0.40, 0.41, 0.42, 0.59, 0.47, 0.55, 0.45, 0.38, 0.49, 0.37, 0.38, 0.37, 0.46, -1.23, 0.67, -1.62, -0.62, 1.39, -0.37, -0.27, -0.59, -0.46, 0.48, 0.11, 0.29, 0.31, 0.33, 0.37, 0.45, -0.26, 0.43, 0.48]}